68
Properties=species:S:1:pos:R:3:forces:R:3 method="wB97M-V/def2-TZVPD" smiles="O=C1NC(=O)c2cc(CCSc3nnco3)ccc21.c1cc[nH]c1.c1cc[nH]c1.c1cc[nH]c1.c1cc[nH]c1" homo_lumo_gap_ev=7.33 charge=0 homo_ev=-8.12 lumo_energy_ev=-0.79
O 2.50591 -0.07211 0.83705 0.16 -0.36 0.68
C 1.84343 0.50342 0.03889 -0.99 0.34 -0.40
N 1.37267 -0.10254 -1.21083 0.70 0.21 -0.38
C 1.40781 1.04762 -2.12026 -0.61 0.48 1.03
O 1.72019 1.02897 -3.25702 -0.13 -0.19 -0.83
C 1.04768 2.23345 -1.27359 -0.04 0.46 -0.16
C 0.52210 3.47121 -1.60256 0.28 -0.05 0.16
C 0.28714 4.38011 -0.57094 -0.07 0.15 -0.22
C -0.34682 5.73389 -0.81619 -0.46 -0.47 0.25
C -1.44376 5.79210 -1.89134 0.43 -0.09 0.12
S -3.15364 5.62100 -1.31578 0.19 0.19 0.07
C -3.31441 4.02649 -0.63237 -0.42 -0.42 0.00
N -4.48127 3.56662 -0.32542 0.12 0.17 -0.06
N -4.27722 2.31032 0.22360 0.38 0.10 -0.07
C -3.00663 2.11038 0.18556 -1.48 -0.40 0.44
O -2.31975 3.14034 -0.33391 0.40 0.48 -0.25
C 0.61637 4.04805 0.74464 0.25 -0.43 0.11
C 1.16186 2.81150 1.07177 -0.06 0.06 -0.23
C 1.33808 1.90955 0.03706 0.44 -0.16 0.24
H 0.36614 -0.23180 -1.09547 0.04 -0.65 0.04
H 0.28626 3.69917 -2.63016 0.02 0.06 -0.12
H 0.42244 6.47784 -1.01236 0.12 0.01 -0.21
H -0.81826 6.02105 0.12088 0.06 0.26 0.12
H -1.27424 5.12404 -2.72770 0.07 -0.18 -0.05
H -1.42238 6.79354 -2.31170 -0.32 0.14 -0.07
H -2.59104 1.19585 0.56801 0.72 0.12 -0.20
H 0.43430 4.75871 1.53734 -0.08 0.12 0.02
H 1.40808 2.53642 2.08628 0.04 0.07 0.11
N -0.12244 -2.02517 1.16600 0.00 0.10 0.00
C -0.33702 -3.20008 1.82636 -0.03 0.02 0.00
C -1.66723 -3.51228 1.72345 0.01 -0.02 0.02
C -2.28410 -2.48331 0.96625 -0.03 0.04 -0.02
C -1.30565 -1.58253 0.63578 0.08 0.02 0.08
H 0.76683 -1.56135 1.08701 0.08 -0.12 0.01
H 0.47443 -3.71237 2.31307 0.01 0.01 0.00
H -2.14412 -4.38192 2.14324 0.00 -0.01 -0.02
H -3.32405 -2.41310 0.69476 0.00 0.00 0.00
H -1.35648 -0.66684 0.06875 -0.04 -0.01 -0.03
N 5.67245 0.32854 -6.81245 -0.02 0.01 0.05
C 4.92168 1.26123 -7.47352 0.01 -0.01 -0.02
C 3.81620 1.52620 -6.70964 0.02 0.01 0.00
C 3.90247 0.72356 -5.53815 0.00 -0.01 0.06
C 5.05995 -0.00198 -5.63250 0.03 -0.01 -0.04
H 6.53775 -0.05546 -7.14218 0.01 0.00 0.00
H 5.23666 1.65342 -8.42534 -0.02 0.00 0.00
H 3.03056 2.21895 -6.96150 0.00 0.00 0.00
H 3.19542 0.68635 -4.72372 0.17 -0.03 -0.22
H 5.49895 -0.72314 -4.96452 -0.02 -0.01 0.01
N 0.43757 -6.82378 2.88102 0.00 -0.04 -0.04
C -0.09514 -7.92276 3.49929 0.00 0.04 0.02
C -0.42002 -8.83196 2.52951 0.00 -0.01 0.00
C -0.06667 -8.25988 1.27657 0.00 -0.01 -0.01
C 0.46077 -7.02206 1.52664 0.01 0.04 0.03
H 0.76039 -5.99922 3.35079 0.01 -0.01 0.02
H -0.19656 -7.96213 4.57014 -0.01 -0.01 0.00
H -0.86147 -9.79982 2.69760 0.00 0.00 0.00
H -0.18674 -8.70699 0.30425 0.00 0.00 0.00
H 0.84719 -6.26865 0.86187 -0.03 0.00 -0.02
N -1.96958 0.76791 3.58586 -0.05 0.06 0.09
C -3.29852 0.93924 3.87237 0.05 0.01 -0.09
C -3.49178 0.58169 5.17883 0.01 0.00 0.02
C -2.23122 0.18188 5.70196 -0.01 0.01 0.02
C -1.31261 0.30873 4.69601 0.02 0.00 -0.07
H -1.54081 0.94917 2.69851 0.03 -0.05 -0.01
H -3.98686 1.29856 3.12516 -0.02 -0.01 0.01
H -4.43207 0.60380 5.70318 -0.01 0.00 0.00
H -2.02477 -0.15997 6.70216 0.00 0.00 0.00
H -0.25435 0.11227 4.67356 0.00 -0.03 0.00

20
Properties=species:S:1:pos:R:3:forces:R:3 method="wB97M-V/def2-TZVPD" smiles="COC(=O)c1cn2ccncc2n1" homo_lumo_gap_ev=8.92 charge=0 homo_ev=-9.45 lumo_energy_ev=-0.53 relative_energy_ev=3.244
C -2.40538 0.20818 3.45952 2.01 1.49 2.48
C -1.37459 -0.62016 1.56543 -3.49 -2.91 2.58
C -0.61764 -0.40874 0.28395 0.44 -6.86 2.52
C -0.22409 0.71753 -0.12350 0.39 8.93 -3.43
C 1.64605 1.25818 -2.18401 -4.29 0.39 0.75
C 2.39147 0.58316 -3.05578 2.70 -0.20 0.78
C 1.71730 -1.33867 -2.27093 4.64 -5.48 1.80
C 0.71723 -0.81757 -1.37980 -1.55 -0.31 1.39
H -3.45236 -0.06991 3.58386 0.49 -1.26 -0.59
H -2.42280 1.07828 4.20608 0.32 0.33 -2.18
H -1.51847 -0.33199 4.00287 -2.40 0.04 -1.25
H -0.70754 1.70265 0.27380 1.55 -1.67 -1.20
H 1.44023 2.30991 -2.32094 0.16 0.04 0.30
H 3.10648 1.08315 -3.71774 -0.65 0.37 0.23
H 2.06868 -2.51304 -1.96971 -1.76 3.05 -0.98
N 0.51507 0.53940 -1.37293 2.62 0.77 0.82
N 2.74232 -0.77220 -2.88969 -4.43 0.30 0.08
N 0.06928 -1.45147 -0.37056 0.01 0.63 -1.82
O -1.98299 0.48212 2.06109 0.47 1.38 1.26
O -1.70826 -1.63881 2.21898 2.80 0.99 -3.54

Result set for E: -2091.48412 -623.63997 hartree, one per record in the order listed.